Density functional theory data (ωB97M-V with the def2-TZVPD basis set) for C29H26Cl3N7STc as an isolated structure.

Values from the calculation:
- lowest unoccupied orbital energy (spin up / spin down) (eV) = -5.923 / -5.938
- electronic energy (eV) = -91512.2813
- energy relative to the best compared isomer or geometry (same formula, charge and spin) (kcal/mol) = 7.69
- <S²> = 0.756
- 2S+1 = 2
- net charge = +2
- frontier orbital gap (spin up / spin down) (Eh) = 0.2606 / 0.2513

Each line ends with the Mulliken spin population.
Geometry (Å):
Tc (-0.08627, -0.38617, -0.86621)  1.03
C (2.94336, 2.25795, 4.25843)  0.00
C (2.08350, 1.00136, 4.22603)  0.00
N (0.81308, 1.19259, 3.52552)  0.00
C (0.65957, 1.02960, 2.20475)  -0.01
S (-1.02369, 1.26775, 1.64258)  0.04
N (1.68371, 0.73767, 1.47933)  0.01
N (1.56215, 0.46126, 0.13665)  -0.04
C (2.67314, 0.59036, -0.52599)  0.00
C (3.92746, 1.13461, 0.07622)  0.00
C (2.62785, 0.14671, -1.92397)  0.02
C (3.75589, 0.09664, -2.73524)  0.00
C (3.63850, -0.35755, -4.03654)  0.00
C (2.39144, -0.74360, -4.50493)  0.00
C (1.31313, -0.66894, -3.64439)  0.00
N (1.41756, -0.23919, -2.38366)  -0.03
H (3.79190, 2.09983, 4.92323)  0.00
H (2.37720, 3.11069, 4.63260)  0.00
H (3.32531, 2.49761, 3.26702)  0.00
H (1.83934, 0.68038, 5.23752)  0.00
H (2.60791, 0.19126, 3.72346)  0.00
H (0.02686, 1.54832, 4.04457)  0.00
H (3.68373, 1.85921, 0.84536)  0.00
H (4.55544, 1.60768, -0.67451)  0.00
H (4.49958, 0.33642, 0.55615)  0.00
H (4.72039, 0.38377, -2.34404)  0.00
H (4.50643, -0.40589, -4.67984)  0.00
H (2.25292, -1.09831, -5.51610)  0.00
H (0.32054, -0.95235, -3.97283)  0.00
N (-1.80987, -1.27647, -1.97612)  -0.01
C (-2.56750, -0.23381, -2.65963)  -0.02
C (-3.72003, -0.48914, -3.34524)  0.00
C (-4.39508, 0.54824, -4.02267)  0.00
C (-3.88673, 1.81529, -4.01837)  0.00
C (-2.70070, 2.10832, -3.30565)  0.00
C (-2.11493, 3.39649, -3.27863)  0.01
C (-0.97170, 3.59745, -2.56224)  0.00
C (-0.41800, 2.52208, -1.84631)  0.02
N (-0.93285, 1.31120, -1.84241)  -0.01
C (-2.05441, 1.07841, -2.59623)  0.02
H (-2.42082, -1.74523, -1.31274)  0.00
H (-1.53911, -1.99086, -2.64842)  0.00
H (-4.11885, -1.49636, -3.37710)  0.00
H (-5.30938, 0.32495, -4.55407)  0.00
H (-4.38267, 2.61172, -4.55796)  0.00
H (-2.57987, 4.20407, -3.82971)  0.00
H (-0.49005, 4.56365, -2.52343)  0.00
H (0.46739, 2.67023, -1.23900)  0.00
C (-1.21112, -0.44291, 0.84178)  -0.05
C (-1.72229, -0.74808, 1.97340)  -0.02
C (-2.22597, -1.12179, 3.24176)  0.00
C (-3.42091, -0.56970, 3.72928)  0.00
C (-3.88287, -0.94064, 4.97438)  0.00
C (-3.17840, -1.87496, 5.72890)  0.00
C (-1.99928, -2.43175, 5.24822)  0.00
C (-1.51230, -2.05269, 4.01242)  0.00
H (-3.96177, 0.14818, 3.12693)  0.00
H (-4.79632, -0.51052, 5.36130)  0.00
H (-3.55353, -2.17380, 6.69849)  0.00
H (-1.46074, -3.15640, 5.84308)  0.00
H (-0.59424, -2.47339, 3.62369)  0.00
Cl (1.48521, -4.83870, -2.71343)  0.01
C (1.95097, -4.44466, -1.04218)  0.00
Cl (1.46029, -5.71934, 0.05794)  0.00
Cl (3.69117, -4.15477, -0.94604)  0.00
C (1.25770, -3.19823, -0.71196)  0.09
N (0.73162, -2.19574, -0.52314)  -0.06

Density functional theory data (ωB97M-V with the def2-TZVPD basis set) for a 2-piece molecular cluster, C4H14N3 overall in a non-equilibrium geometry.

Values from the calculation:
- lowest unoccupied orbital energy (eV) = -3.069
- electronic energy (eV) = -8839.6267
- energy relative to the best compared isomer or geometry (same formula, charge and spin) (kcal/mol) = 9.13
- 2S+1 = 1
- net charge = +1
- frontier orbital gap (Eh) = 0.4332

Each line ends with the Löwdin charge.
Geometry (Å):
C (0.51510, 0.13067, -2.29610)  -0.03
C (0.74090, -1.30860, -0.31448)  -0.46
N (0.51971, -1.17701, -1.62114)  0.05
N (1.64961, -0.57740, 0.30164)  0.23
N (0.13533, -2.27266, 0.38574)  0.21
H (0.07016, -1.92232, -2.12290)  0.15
H (2.17842, 0.14902, -0.15263)  0.13
H (1.94657, -0.78309, 1.24471)  0.15
H (-0.58243, -2.81915, -0.06369)  0.13
H (0.16763, -2.39139, 1.38248)  0.13
H (1.51640, 0.37070, -2.64366)  0.09
H (0.15359, 0.93401, -1.65372)  0.09
H (-0.16870, 0.13648, -3.13327)  0.10
C (-1.58086, 0.85456, 1.36127)  -0.16
C (-0.60269, 2.02043, 1.28255)  -0.16
H (-2.12411, 0.82644, 2.30666)  0.07
H (-2.39186, 0.95106, 0.64557)  0.07
H (-1.15773, -0.14618, 1.29283)  0.02
H (-0.31867, 2.35450, 2.27666)  0.07
H (0.34524, 1.80252, 0.78526)  0.03
H (-1.01161, 2.86739, 0.73624)  0.07

Density functional theory data (ωB97M-V with the def2-TZVPD basis set) for C39H37BN12O4Ti as an isolated structure.

Values from the calculation:
- lowest unoccupied orbital energy (spin up / spin down) (eV) = -3.875 / -3.914
- electronic energy (eV) = -90902.1877
- energy relative to the best compared isomer or geometry (same formula, charge and spin) (kcal/mol) = 0.00
- <S²> = 0.753
- 2S+1 = 2
- net charge = +1
- frontier orbital gap (spin up / spin down) (Eh) = 0.2456 / 0.2442

Each line ends with the Mulliken spin population.
Geometry (Å):
Ti (-0.29202, 0.63686, 0.12705)  0.88
C (2.87573, 3.63929, -1.38530)  0.00
C (3.74937, 2.79204, -2.04405)  0.00
C (3.67536, 1.43063, -1.80342)  0.00
C (2.72582, 0.96102, -0.90998)  0.01
N (1.84318, 1.77142, -0.30954)  0.02
C (1.92563, 3.08155, -0.54667)  0.01
C (2.62317, -0.45367, -0.48667)  0.02
C (3.59438, -1.40562, -0.74134)  0.00
C (3.44766, -2.66701, -0.18796)  0.00
C (2.37007, -2.92498, 0.63750)  0.00
C (1.44005, -1.91962, 0.85248)  0.01
N (1.55167, -0.72615, 0.26516)  0.01
C (0.28818, -2.03057, 1.77100)  -0.01
C (0.09009, -3.10390, 2.62184)  0.00
C (-0.99077, -3.08458, 3.48736)  0.00
C (-1.84262, -1.99451, 3.46945)  0.00
C (-1.57886, -0.96447, 2.58430)  0.02
N (-0.53124, -0.97194, 1.75725)  -0.03
H (2.90736, 4.70948, -1.53361)  0.00
H (4.48316, 3.18478, -2.73545)  0.00
H (4.34531, 0.74868, -2.30747)  0.00
H (1.18178, 3.69763, -0.05775)  0.00
H (4.46334, -1.16896, -1.33731)  0.00
H (4.18685, -3.43400, -0.37573)  0.00
H (2.25615, -3.89435, 1.09990)  0.00
H (0.77240, -3.94169, 2.62288)  0.00
H (-1.16519, -3.91143, 4.16259)  0.00
H (-2.70438, -1.94113, 4.11888)  0.00
H (-2.22676, -0.10259, 2.52757)  0.00
O (-0.08328, 0.00624, -1.85531)  0.00
C (-0.10836, 0.63654, -2.91920)  0.01
C (-0.36798, 2.02845, -3.06788)  0.01
C (-0.28802, 2.59483, -4.34837)  0.00
C (-0.53542, 3.92369, -4.51465)  0.00
C (-0.90921, 4.73354, -3.43016)  0.00
C (-1.00328, 4.19608, -2.17573)  -0.01
C (-0.71647, 2.82987, -1.94587)  0.01
O (-0.75432, 2.36800, -0.74000)  -0.03
N (-0.40903, 4.51706, -5.84796)  0.00
O (-0.07807, 3.78499, -6.75770)  0.00
O (-0.61273, 5.70793, -5.94689)  0.00
H (0.08193, 0.07132, -3.84142)  0.00
H (-0.02599, 1.98631, -5.20520)  0.00
H (-1.12185, 5.77811, -3.61106)  0.00
H (-1.30708, 4.79785, -1.32935)  0.00
B (-5.02274, 0.63645, -0.31903)  0.00
C (-3.50336, 0.48137, -0.05083)  0.06
N (-2.37018, 0.32247, 0.13257)  -0.04
H (-5.16225, 1.66335, -0.94612)  0.00
H (-5.34260, -0.34318, -0.96248)  0.00
H (-5.57297, 0.66955, 0.76089)  0.00
C (-2.40619, -2.12854, -2.25139)  0.01
N (-3.06878, -3.29450, -2.83038)  0.00
C (-2.05077, -4.29560, -3.14859)  0.00
N (-1.27847, -4.69731, -1.96387)  0.00
C (-0.66078, -3.49892, -1.40224)  0.00
N (-1.63891, -2.46802, -1.03992)  0.00
C (-2.58022, -3.05793, -0.07504)  0.01
N (-3.24745, -4.24692, -0.60076)  0.00
C (-3.97164, -3.85486, -1.81880)  0.00
C (-2.22302, -5.22368, -0.97079)  0.00
H (-3.15574, -1.37832, -1.99425)  0.00
H (-1.72130, -1.70938, -2.99210)  0.00
H (-1.36602, -3.88553, -3.89415)  0.00
H (-2.53411, -5.17789, -3.57015)  0.00
H (0.04101, -3.07853, -2.12888)  0.00
H (-0.10465, -3.79018, -0.50569)  0.00
H (-3.33246, -2.30928, 0.18102)  0.00
H (-2.03165, -3.33610, 0.82816)  0.00
H (-4.72330, -3.10771, -1.56051)  0.00
H (-4.47177, -4.73157, -2.23222)  0.00
H (-2.70748, -6.11089, -1.38076)  0.00
H (-1.66818, -5.51467, -0.07481)  0.00
N (3.83339, 6.50222, 8.15520)  0.00
C (3.19499, 5.97861, 7.35709)  0.00
C (2.39518, 5.31757, 6.35930)  0.00
C (2.92003, 5.09502, 5.08914)  0.00
C (2.15515, 4.45842, 4.12857)  0.00
C (0.87581, 4.03070, 4.44801)  0.00
C (0.34438, 4.24721, 5.71035)  0.00
C (1.10192, 4.89957, 6.66556)  0.00
N (0.09683, 3.35035, 3.46571)  0.00
C (-1.25280, 3.52686, 3.23189)  0.00
C (-1.58381, 2.65954, 2.24262)  0.02
N (-0.45913, 1.94766, 1.87567)  -0.03
C (0.52733, 2.38881, 2.62635)  0.03
H (3.91909, 5.43662, 4.85655)  0.00
H (2.54319, 4.31585, 3.12788)  0.00
H (-0.64999, 3.89392, 5.94967)  0.00
H (0.70091, 5.07716, 7.65358)  0.00
H (-1.83189, 4.26265, 3.76106)  0.00
H (-2.53049, 2.51001, 1.75192)  0.00
H (1.54335, 2.02936, 2.60917)  0.00

> The highest energy relative to the best compared isomer or geometry (same formula, charge and spin) belongs to which entry?

C4H14N3